[1]
Below is an isolated molecule of C4H8BN in a non-equilibrium geometry, with properties calculated with ωB97M-V/def2-TZVPD.

Values from the calculation:
- relative energy (zero: lowest compared OMol25 entry of this formula, charge and spin) (eV) = 3.095
- HOMO level (eV) = -8.86
- frontier orbital gap (Eh) = 0.35550

```
14
Properties=species:S:1:pos:R:3:forces:R:3:nbo_charge:R:1
B -0.348148 0.851764 -1.922083 -0.8 -0.5 0.6 0.4020
C -0.847940 -0.576145 -0.907570 0.0 0.6 -0.5 0.3170
C -0.549424 0.531237 1.218241 -2.8 -0.6 1.2 -0.6320
C 1.142205 -1.148986 0.511713 0.8 1.8 -0.2 -0.6186
C -0.062944 -0.401703 0.172157 -1.9 0.4 -1.4 -0.1033
N -1.332480 -0.255153 -2.011449 0.0 -1.4 1.0 -0.5364
H -0.741201 1.829944 -1.542400 -0.8 2.0 0.4 -0.0872
H 0.739167 0.710123 -2.058141 2.5 -0.4 -1.2 -0.0896
H -1.599624 0.872915 1.035998 1.0 0.1 -0.3 0.2329
H 0.052198 1.352079 1.542915 0.8 0.5 -0.4 0.2276
H -0.720643 -0.054835 2.127697 0.3 -0.1 0.2 0.2114
H 1.619677 -1.599721 -0.330041 0.3 -0.4 -0.4 0.2286
H 1.735989 -0.277708 0.875757 0.5 -1.2 0.1 0.2243
H 0.913170 -1.833811 1.287205 0.2 -0.8 0.9 0.2232
```
Forces are in eV/Å.



[2]
Below is a structure of composition C4H8BiO3 in a non-equilibrium geometry, with properties calculated with ωB97M-V/def2-TZVPD.

Values from the calculation:
- relative energy (zero: lowest compared OMol25 entry of this formula, charge and spin) (eV) = 1.479
- HOMO level (alpha / beta) (eV) = -13.01 / -11.83
- frontier orbital gap (alpha / beta) (Eh) = 0.29031 / 0.27032
- charge = +1

```
16
Properties=species:S:1:pos:R:3:forces:R:3:nbo_charge:R:1
O -1.665209 -0.988831 -2.327302 -1.1 3.2 -2.9 -0.8054
C -1.887388 0.331814 -2.206509 -0.9 -1.1 1.8 0.3988
O -1.291015 0.725143 -0.820791 -0.5 -0.9 -1.0 -0.6304
C 0.050462 1.165996 -0.787820 1.1 0.7 -0.4 -0.1279
C 0.680221 0.715491 0.512323 0.3 1.0 0.5 -0.0997
O 0.476226 -0.687089 0.680588 1.5 1.8 0.7 -0.6144
C 1.108365 -1.242157 1.824697 0.5 -0.5 0.8 -0.2615
Bi -0.978553 -1.556851 -0.574518 -1.0 -4.6 1.7 1.4278
H -2.959732 0.557234 -2.003309 0.6 0.5 -1.0 0.1760
H 0.097225 2.264167 -0.836066 0.0 -0.3 0.0 0.2386
H 0.608101 0.757469 -1.646639 -0.1 0.1 0.1 0.2057
H 0.206585 1.220075 1.369318 0.2 -0.1 -0.2 0.2142
H 1.761706 0.918531 0.491479 -0.3 0.0 0.1 0.2260
H 0.839668 -2.301709 1.881573 0.0 0.2 -0.1 0.2194
H 2.197610 -1.150142 1.712462 -0.3 0.0 0.1 0.2180
H 0.755728 -0.729140 2.730513 0.1 -0.1 -0.3 0.2149
```
Forces are in eV/Å.



[3]
Below is a cluster of 2 separate species, C4H8BrClO in total in a non-equilibrium geometry, with properties calculated with ωB97M-V/def2-TZVPD.

Values from the calculation:
- relative energy (zero: lowest compared OMol25 entry of this formula, charge and spin) (eV) = 0.585
- HOMO level (eV) = -10.09
- structure (SMILES) = C[C@@H](Cl)C=O.CBr
- frontier orbital gap (Eh) = 0.37587

```
15
Properties=species:S:1:pos:R:3:forces:R:3:nbo_charge:R:1
C 1.186339 -1.312875 -0.806261 0.0 -1.8 -1.2 -0.6573
C 1.380335 -0.101484 0.051684 -1.2 1.6 -3.3 -0.2702
Cl 1.178590 1.360422 -1.057146 0.3 -0.2 0.6 -0.0869
C 0.481398 -0.077229 1.190576 -0.2 -1.8 0.0 0.4303
O 0.481518 0.633526 2.133139 -0.2 1.2 1.0 -0.4773
H 1.705371 -2.171531 -0.344354 -0.7 0.1 0.3 0.2258
H 0.108087 -1.608829 -1.105523 1.7 0.8 0.9 0.2439
H 1.766661 -1.255016 -1.739344 -0.4 0.5 0.2 0.2431
H 2.305886 -0.011060 0.480240 2.8 0.2 0.6 0.2387
H -0.002309 -1.037162 1.082199 -1.6 -0.6 1.1 0.1098
C -2.060045 1.293899 0.014638 1.7 -0.4 0.3 -0.6580
Br -2.798843 -0.479059 -0.054117 -0.1 -0.4 0.0 -0.0280
H -2.864218 1.970477 0.038444 -0.9 0.9 -0.3 0.2204
H -1.368075 1.399199 -0.845756 -0.8 0.1 0.7 0.2370
H -1.500690 1.396717 0.961576 -0.3 -0.1 -0.6 0.2287
```
Forces are in eV/Å.



Calculated E_tot in order - -236.71982, -597.11725, -3266.60751 a.u.